[1]
A structure of composition CH11B2ClCo2NO6, computed with ωB97M-V/def2-TZVPD.

```
24
Properties=species:S:1:pos:R:3:forces:R:3:mulliken_charge:R:1
Co -14.84531 -8.72438 -29.33652 -0.65 -1.26 0.82 0.79
Co -11.49521 -10.40846 -21.96495 -0.82 -0.62 -0.43 0.88
Cl -9.95972 -9.44624 -26.84708 0.99 1.45 2.14 1.61
O -10.23296 -9.77746 -25.48380 -0.46 0.06 0.04 -0.47
O -11.17645 -8.85849 -27.41093 0.17 -0.72 -0.40 -0.34
O -8.86615 -8.58170 -26.96014 0.07 0.83 -0.13 -0.45
O -9.65806 -10.64438 -27.53368 -0.80 -1.65 -1.56 -0.35
B -15.99379 -11.15826 -27.66283 0.18 1.00 -0.43 0.20
H -16.83636 -11.07150 -26.99442 -3.03 0.05 2.94 -0.09
H -15.25904 -10.42650 -27.36463 3.39 3.50 1.52 -0.33
H -15.58318 -12.15412 -27.72514 1.41 -4.15 -0.10 -0.09
H -16.30893 -10.93412 -28.67015 -1.23 0.88 -4.69 -0.22
B -13.87955 -12.13564 -23.24840 2.68 2.14 2.49 0.11
H -13.02219 -12.50399 -22.70665 3.34 -1.86 2.22 -0.22
H -13.98530 -11.09160 -22.99731 -0.24 4.44 0.46 -0.18
H -13.81478 -12.24400 -24.31998 -0.96 -0.98 -5.01 0.06
H -14.77951 -12.65260 -22.95332 -4.02 -3.12 0.14 0.08
C -6.49772 -3.06469 -27.44613 -0.10 -0.39 0.20 -0.59
N -7.01412 -3.12886 -28.82806 -0.27 -0.15 -3.99 0.80
O -8.07800 -3.65948 -29.08448 -0.79 -0.70 2.13 -0.51
O -6.42628 -2.64973 -29.79459 1.46 0.56 1.77 -0.49
H -6.73634 -4.01393 -26.96643 -0.44 0.24 -0.04 0.25
H -7.06248 -2.22786 -27.03522 0.38 -0.12 0.41 0.27
H -5.41252 -2.97817 -27.39176 -0.25 0.56 -0.48 0.28
```
Positions in Å, forces in eV/Å.

As for the HOMO energy (spin up / spin down): -12.215 / -11.347 eV. Its charge is +1. The energy relative to the best compared isomer or geometry (same formula, charge and spin) comes out at 270.57 kcal/mol. As for the HOMO-LUMO gap (spin up / spin down): 6.25 / 2.71 eV. The LUMO energy (spin up / spin down) is -5.97 / -8.64 eV. The multiplicity is 7.

[2]
A cluster of 4 separate species, CH11N2O3 in total, computed with ωB97M-V/def2-TZVPD.

```
17
Properties=species:S:1:pos:R:3:forces:R:3:mulliken_charge:R:1
N -0.54972 0.01102 0.17177 -3.70 1.31 -1.74 -0.04
C -1.51768 -0.05978 -0.76069 0.14 1.25 3.00 0.17
N -1.45222 -0.73719 -1.88460 0.94 -2.49 -4.46 -0.37
H 0.46125 -0.22915 -0.00964 -1.29 -0.24 0.11 0.27
H -1.02506 0.43999 0.99371 1.79 -0.47 0.12 0.28
H -2.58350 0.48690 -0.60692 2.52 -1.41 0.74 0.21
H -0.82422 -0.50819 -2.73329 -1.03 -0.62 2.47 0.29
H -1.82212 -1.73863 -1.87054 0.42 2.14 -0.17 0.29
H -2.95435 1.41695 3.00988 2.35 -0.51 -2.53 0.35
H -2.11681 1.66103 1.56009 -0.99 0.95 0.70 0.30
O -2.19064 1.12660 2.35704 -1.50 0.02 1.72 -0.70
H 2.09009 -1.19469 -1.96957 -0.32 0.03 0.22 0.34
H 2.37929 -0.41563 -0.64314 -1.56 -0.77 -1.05 0.36
O 1.62586 -0.82954 -1.20038 2.16 0.91 0.98 -0.70
H 4.10979 -0.07989 0.63784 1.70 -0.66 -0.31 0.30
H 3.50153 0.88884 1.60342 0.35 1.15 1.25 0.30
O 3.30274 0.29224 0.91611 -1.98 -0.59 -1.04 -0.64
```
Positions in Å, forces in eV/Å.

As for the HOMO energy: -14.535 eV. Its charge is +1. The energy relative to the best compared isomer or geometry (same formula, charge and spin) comes out at 72.58 kcal/mol. As for the HOMO-LUMO gap: 9.98 eV. The LUMO energy is -4.56 eV.

[3]
A cluster of 4 separate species, CH11N3O3 in total, computed with ωB97M-V/def2-TZVPD.

```
18
Properties=species:S:1:pos:R:3:forces:R:3:mulliken_charge:R:1
N -0.67876 -0.16857 -0.97064 -0.57 -0.16 0.63 -0.68
C -0.49802 1.00512 -0.50662 0.82 1.19 -0.55 0.53
N 0.21179 1.29352 0.61765 0.03 0.21 0.34 -0.30
N -0.88166 2.22255 -1.23339 -1.85 -0.83 1.76 -0.68
H -1.32004 -0.15798 -1.75659 0.14 0.00 -0.13 0.18
H 0.63184 2.20181 0.66336 -0.14 0.22 -0.01 0.20
H 0.28301 0.74529 1.48119 0.02 -0.37 -0.85 0.25
H -1.87038 2.02490 -1.44930 0.51 -0.25 -1.19 0.29
H -1.16841 2.85338 -0.47204 1.04 0.43 -0.15 0.28
O 0.27606 -0.57329 2.67080 -0.04 0.07 0.36 -0.69
H -0.12974 -1.32807 2.22761 -0.06 -0.41 -0.34 0.36
H 0.70774 -0.92588 3.45101 0.08 0.01 0.07 0.30
O 3.09361 -1.06746 -2.29733 0.07 0.10 -0.12 -0.65
H 2.58658 -0.34267 -2.68144 0.00 -0.15 0.13 0.32
H 2.53055 -1.43660 -1.61102 -0.13 0.05 0.01 0.33
O -0.95540 -2.42509 0.64319 -1.02 1.23 0.61 -0.74
H -1.86946 -2.41089 0.98370 0.44 -0.58 -0.04 0.33
H -0.94931 -1.51008 0.23986 0.67 -0.77 -0.52 0.36
```
Positions in Å, forces in eV/Å.

As for the HOMO energy: -9.697 eV. Its charge is 0. The energy relative to the best compared isomer or geometry (same formula, charge and spin) comes out at 19.80 kcal/mol. As for the HOMO-LUMO gap: 10.22 eV. The SMILES is N=C(N)N.O.O.O. The LUMO energy is 0.52 eV.

[4]
A cluster of 4 separate species, CH11N3O3 in total, computed with ωB97M-V/def2-TZVPD.

```
18
Properties=species:S:1:pos:R:3:forces:R:3:mulliken_charge:R:1
N -0.52403 1.22654 0.85885 0.14 1.21 0.11 -0.54
C 0.57775 1.28116 0.21222 0.82 -2.17 -1.84 0.47
N 1.60490 2.24727 0.17025 -0.22 0.22 1.67 -0.51
N 0.78878 0.25215 -0.72872 0.08 1.39 0.35 -0.38
H -0.67644 2.11151 1.34189 -0.01 -0.13 0.23 0.17
H 1.61492 2.78736 1.05676 0.13 -0.47 -1.00 0.26
H 2.55142 1.89131 -0.03116 -0.97 0.13 0.05 0.26
H 0.08228 -0.42225 -0.87035 -0.89 -0.39 0.27 0.14
H 1.67046 -0.15471 -0.93324 0.85 0.38 0.11 0.19
O -0.64585 -2.09960 -2.11205 -1.23 0.08 0.98 -0.68
H -1.39619 -1.48377 -2.10421 0.33 0.53 -0.83 0.34
H -1.03652 -2.63560 -1.40233 0.76 -0.64 -0.11 0.33
O -3.55077 -0.04483 0.48299 -0.19 0.39 -0.35 -0.67
H -2.86951 -0.31541 1.10167 0.28 0.16 0.05 0.32
H -3.28552 0.85030 0.20781 0.05 -0.57 0.23 0.32
O 2.09384 -1.81366 1.17225 -0.62 -1.07 0.37 -0.65
H 2.14460 -2.08524 0.23841 -0.22 -0.10 0.71 0.31
H 1.54034 -2.49301 1.64769 0.91 1.05 -0.99 0.31
```
Positions in Å, forces in eV/Å.

As for the HOMO energy: -9.131 eV. Its charge is 0. The energy relative to the best compared isomer or geometry (same formula, charge and spin) comes out at 25.16 kcal/mol. As for the HOMO-LUMO gap: 9.55 eV. The SMILES is N=C(N)N.O.O.O. The LUMO energy is 0.42 eV.

[5]
A cluster of 4 separate species, CH11N3O3 in total, computed with ωB97M-V/def2-TZVPD.

```
18
Properties=species:S:1:pos:R:3:forces:R:3:mulliken_charge:R:1
N -0.42856 0.75238 1.41006 0.07 -0.95 -1.18 -0.29
C 0.26598 0.89214 0.27688 -0.94 3.02 1.68 0.67
N 0.13083 2.06785 -0.37325 0.19 -1.32 -0.55 -0.30
N 1.28927 0.11017 -0.06071 0.43 -1.15 -0.04 -0.49
H -1.27745 1.29039 1.46826 -0.12 0.17 0.61 0.24
H -0.42947 -0.13531 1.90621 -0.33 0.02 0.11 0.24
H 0.73866 2.28219 -1.15921 -0.19 -0.18 0.08 0.25
H -0.73493 2.57624 -0.28986 0.06 0.30 0.01 0.24
H 1.18903 -0.82460 0.34750 0.23 -0.03 0.06 0.29
H -1.74636 -1.86029 1.41390 -0.31 -0.27 0.20 0.34
H -2.88348 -1.73336 2.44261 0.46 0.00 0.05 0.33
O -1.91917 -1.65381 2.34802 -0.06 0.24 -0.54 -0.66
H 3.49593 1.06602 -2.33172 -0.34 -0.12 0.52 0.33
H 2.36716 0.31135 -1.42095 0.77 0.64 0.07 0.44
O 2.91655 0.30403 -2.20854 0.07 -0.38 -1.04 -0.66
H -1.50219 -2.09677 -1.75876 -0.21 -0.23 0.55 0.34
H -0.34296 -1.42903 -1.13437 0.21 -0.12 -0.03 0.27
O -1.12882 -1.91956 -0.87608 0.02 0.35 -0.55 -0.59
```
Positions in Å, forces in eV/Å.

As for the HOMO energy (spin up / spin down): -14.548 / -14.489 eV. Its charge is +1. The energy relative to the best compared isomer or geometry (same formula, charge and spin) comes out at 11.06 kcal/mol. As for the HOMO-LUMO gap (spin up / spin down): 10.84 / 5.88 eV. The LUMO energy (spin up / spin down) is -3.71 / -8.61 eV. The multiplicity is 2.

[6]
A cluster of 5 separate species, CH11O4S in total, computed with ωB97M-V/def2-TZVPD.

```
17
Properties=species:S:1:pos:R:3:forces:R:3:mulliken_charge:R:1
C -1.27384 0.69617 1.20685 -2.02 -0.92 1.39 -0.72
S -0.85576 0.93034 -0.54044 -0.63 0.67 0.32 -0.55
H -1.91963 1.51197 1.63365 0.65 -0.38 -0.63 0.29
H -0.36600 0.68401 1.79655 0.10 -0.21 0.33 0.25
H -1.93128 -0.25672 1.51107 1.56 1.59 -0.90 0.25
H -1.40429 -1.23668 -0.28331 0.02 0.52 0.41 0.03
H -1.67174 -1.79275 -1.55016 0.00 -0.32 -0.71 0.35
O -1.57432 -2.10830 -0.65378 -0.39 -0.43 0.07 -0.68
H 2.18917 2.61888 0.88373 -0.63 0.18 -1.70 0.29
H 1.15851 2.13274 -0.16362 -1.22 -0.78 -0.22 0.28
O 1.87595 2.75085 -0.05671 1.78 0.62 1.87 -0.65
H 1.66535 -1.48179 0.80681 -1.06 -1.13 0.27 0.31
H 0.18559 -1.59432 0.68373 -0.78 0.12 -0.48 0.41
O 0.91572 -2.10888 1.00568 2.10 0.89 0.25 -0.65
H 0.26316 -0.09746 -1.72023 1.80 -1.25 -1.08 0.20
H 1.77611 -0.06827 -2.21675 -0.25 0.00 0.03 0.28
O 0.96731 -0.57980 -2.34307 -1.05 0.83 0.79 -0.68
```
Positions in Å, forces in eV/Å.

As for the HOMO energy: -4.035 eV. Its charge is -1. The energy relative to the best compared isomer or geometry (same formula, charge and spin) comes out at 21.19 kcal/mol. As for the HOMO-LUMO gap: 7.62 eV. The LUMO energy is 3.59 eV.

[7]
A cluster of 5 separate species, CH11O5 in total, computed with ωB97M-V/def2-TZVPD.

```
17
Properties=species:S:1:pos:R:3:forces:R:3:mulliken_charge:R:1
C -0.25108 -0.34345 1.44185 0.66 1.78 -2.10 -0.69
O 0.47811 -0.08407 0.23858 -0.09 -1.43 0.99 -0.89
H -1.21858 0.07105 1.29019 -1.54 0.43 0.17 0.24
H -0.39519 -1.38631 1.64554 0.39 -0.62 0.61 0.23
H 0.20847 0.29432 2.18905 0.01 -0.54 1.06 0.24
H 2.54072 -0.84900 2.13141 0.28 -0.57 0.20 0.27
H 1.66111 -0.86942 0.92990 0.49 -1.48 -0.02 0.40
O 2.23493 -1.54097 1.52512 -0.38 1.85 -0.50 -0.72
H -0.31762 -1.09437 -1.00539 0.30 0.22 0.00 0.43
H -0.88658 -0.42514 -2.23393 0.42 -1.14 -0.98 0.35
O -0.83390 -1.29219 -1.83053 0.31 -0.69 0.02 -0.70
H -1.26120 0.55791 -1.58054 -0.97 0.95 1.67 0.11
H -2.18587 0.78245 -0.33686 0.48 -0.34 0.18 0.33
O -2.07670 0.98675 -1.26387 -0.34 1.13 -0.91 -0.63
H 0.18063 2.02927 -1.47497 -0.44 0.10 0.12 0.32
H 1.03785 1.27377 -0.45348 -0.50 -0.62 0.18 0.42
O 1.08490 1.88940 -1.21206 0.92 0.98 -0.67 -0.72
```
Positions in Å, forces in eV/Å.

As for the HOMO energy: -4.802 eV. Its charge is -1. The energy relative to the best compared isomer or geometry (same formula, charge and spin) comes out at 34.91 kcal/mol. As for the HOMO-LUMO gap: 8.71 eV. The LUMO energy is 3.90 eV.